ORCA calculation (the ωB97M-V functional and the def2-TZVPD basis) on a cluster of 8 separate species, C15H39BN7O17PSi in total.

Bonds (Å) are listed after each position.
Cartesian coordinates (Å):
1 C -1.33 0.57 0.64  C2 1.199, H15 1.072
2 C -1.47 0.39 -0.54  C1 1.199, P3 1.761
3 P -1.93 -0.20 -2.13  C2 1.761, C4 1.855, C11 1.857
4 C -0.39 -0.01 -3.15  P3 1.855, C5 1.524, H16 1.092, H17 1.088
5 C 0.89 0.26 -2.36  C4 1.524, O6 1.416, H18 1.097, H19 1.094
6 O 1.16 -0.88 -1.56  C5 1.416, Si7 1.676
7 Si 2.27 -0.79 -0.31  O6 1.676, C8 1.871, C9 1.879, C10 1.868
8 C 1.84 -2.21 0.83  Si7 1.871, H20 1.088, H21 1.085, H22 1.091
9 C 4.03 -1.00 -0.91  Si7 1.879, H23 1.091, H24 1.092, H25 1.088
10 C 2.21 0.83 0.63  Si7 1.868, H26 1.092, H27 1.093, H28 1.087
11 C -3.04 1.22 -2.61  P3 1.857, B12 1.565, H29 1.092, H30 1.093
12 B -2.32 2.56 -2.98  C11 1.565, O13 1.398, O14 1.373
13 O -1.64 2.76 -4.19  B12 1.398, H31 0.964
14 O -2.39 3.60 -2.08  B12 1.373, H32 0.964
15 H -1.22 0.81 1.68  C1 1.072
16 H -0.25 -0.98 -3.63  C4 1.092
17 H -0.50 0.72 -3.95  C4 1.088
18 H 1.70 0.39 -3.08  C5 1.097
19 H 0.77 1.16 -1.76  C5 1.094
20 H 2.13 -1.99 1.86  C8 1.088
21 H 2.38 -3.09 0.48  C8 1.085
22 H 0.77 -2.40 0.75  C8 1.091
23 H 4.58 -1.47 -0.10  C9 1.091
24 H 4.48 -0.01 -1.07  C9 1.092
25 H 4.11 -1.60 -1.82  C9 1.088
26 H 2.32 1.68 -0.05  C10 1.092
27 H 3.06 0.82 1.32  C10 1.093
28 H 1.30 0.97 1.21  C10 1.087
29 H -3.75 0.88 -3.36  C11 1.092
30 H -3.62 1.41 -1.70  C11 1.093
31 H -0.74 3.04 -4.03  O13 0.964
32 H -1.93 4.38 -2.41  O14 0.964
33 C -4.05 0.88 3.14  N34 1.488, H37 1.081, H38 1.086, H39 1.086
34 N -3.22 0.52 4.32  C33 1.488, O35 1.213, O36 1.215
35 O -3.79 0.27 5.36  N34 1.213
36 O -2.01 0.48 4.16  N34 1.215
37 H -5.09 0.87 3.43  C33 1.081
38 H -3.74 1.87 2.82  C33 1.086
39 H -3.85 0.15 2.36  C33 1.086
40 C 7.57 2.02 -0.40  N41 1.489, H44 1.083, H45 1.086, H46 1.085
41 N 6.90 0.86 0.25  C40 1.489, O42 1.211, O43 1.214
42 O 7.21 -0.26 -0.11  N41 1.211
43 O 6.06 1.12 1.09  N41 1.214
44 H 8.28 1.63 -1.12  C40 1.083
45 H 6.80 2.62 -0.87  C40 1.086
46 H 8.07 2.58 0.39  C40 1.085
47 C 0.99 -3.65 -4.21  N48 1.489, H51 1.083, H52 1.086, H53 1.085
48 N 0.53 -3.99 -5.58  C47 1.489, O49 1.213, O50 1.212
49 O 0.97 -3.35 -6.51  N48 1.213
50 O -0.27 -4.91 -5.68  N48 1.212
51 H 1.68 -2.82 -4.28  C47 1.083
52 H 0.11 -3.38 -3.63  C47 1.086
53 H 1.46 -4.53 -3.79  C47 1.085
54 C 1.90 4.05 3.79  N55 1.489, H58 1.083, H59 1.085, H60 1.086
55 N 1.33 3.89 2.43  C54 1.489, O56 1.213, O57 1.211
56 O 1.81 4.55 1.53  N55 1.213
57 O 0.43 3.08 2.31  N55 1.211
58 H 2.69 4.80 3.75  C54 1.083
59 H 1.09 4.37 4.44  C54 1.085
60 H 2.27 3.09 4.11  C54 1.086
61 C -6.77 -2.60 3.70  N62 1.489, H65 1.083, H66 1.085, H67 1.086
62 N -7.12 -1.26 3.14  C61 1.489, O63 1.211, O64 1.215
63 O -8.04 -0.65 3.64  N62 1.211
64 O -6.45 -0.88 2.20  N62 1.215
65 H -7.44 -2.80 4.52  C61 1.083
66 H -6.87 -3.32 2.91  C61 1.085
67 H -5.74 -2.54 4.04  C61 1.086
68 C 5.31 -6.27 1.20  N69 1.490, H72 1.083, H73 1.085, H74 1.085
69 N 4.31 -5.17 1.30  C68 1.490, O70 1.214, O71 1.211
70 O 4.44 -4.22 0.56  N69 1.214
71 O 3.44 -5.31 2.14  N69 1.211
72 H 6.02 -6.02 0.42  C68 1.083
73 H 5.79 -6.37 2.16  C68 1.085
74 H 4.77 -7.18 0.96  C68 1.085
75 C -5.64 3.91 -1.42  N76 1.488, H79 1.083, H80 1.086, H81 1.086
76 N -6.25 3.46 -0.14  C75 1.488, O77 1.212, O78 1.213
77 O -7.11 4.15 0.35  N76 1.212
78 O -5.82 2.43 0.33  N76 1.213
79 H -6.11 4.84 -1.72  C75 1.083
80 H -4.57 4.04 -1.25  C75 1.086
81 H -5.81 3.13 -2.16  C75 1.086

Results
* F_max: 0.88 eV/A
* gap between HOMO and LUMO: 8.4 eV
* energy: -79251.5375 eV
* SMILES string: C#CP(CCO[Si](C)(C)C)CB(O)O.C[N+](=O)[O-].C[N+](=O)[O-].C[N+](=O)[O-].C[N+](=O)[O-].C[N+](=O)[O-].C[N+](=O)[O-].C[N+](=O)[O-]
* multiplicity: 1